The following is a DFT calculation (ωB97M-V with the def2-TZVPD basis set) of a cluster of 14 separate species, C42H114N2O16 in total.

Computed properties:
Charge: 0
ΔE to the lowest compared entry with this formula, charge and spin (eV): 0.0000
Lowest unoccupied orbital energy (Ha): 0.012
Largest force on an atom (eV/A): 1.8
Electronic energy (Ha): -2981.81570
E_HOMO (hartree): -0.305

Each line ends with the Mulliken charge.
Atoms and positions in Å:
1 C -3.29639 0.11421 2.60724  -0.367
2 O -4.61799 0.43227 2.24408  -0.594
3 H -3.23382 -0.93218 2.93721  -0.093
4 H -2.57666 0.24252 1.79055  0.194
5 H -2.94680 0.71572 3.44809  0.480
6 H -4.80809 -0.16290 1.50397  0.483
7 C 2.77598 2.50222 -3.66264  -0.282
8 O 2.01573 3.61036 -3.23958  -0.426
9 H 3.80512 2.74867 -3.94979  0.407
10 H 2.88063 1.81898 -2.80465  -0.222
11 H 2.24352 2.00246 -4.46973  0.305
12 H 2.53227 4.14169 -2.61630  0.214
13 C 2.00681 0.28525 4.22557  -0.434
14 O 0.85254 -0.08112 3.44305  -0.325
15 H 2.78491 0.56783 3.52308  -0.100
16 H 1.73817 1.10258 4.89518  0.364
17 H 2.30655 -0.58935 4.80674  0.303
18 H 0.13308 -0.31353 4.03729  0.187
19 C -1.39631 3.90125 -1.62676  -0.239
20 O -2.45808 3.86909 -0.71408  -0.335
21 C -2.12011 3.30983 0.56972  0.331
22 C -3.40678 3.41156 1.37384  -0.770
23 N -3.66828 4.82155 1.68217  -0.457
24 C -4.97370 4.98652 2.29006  -0.551
25 C -5.40154 6.44432 2.19588  -0.679
26 O -5.44271 6.84184 0.84285  -0.270
27 C -5.86816 8.18470 0.66744  -0.768
28 H -0.43874 4.25508 -1.21237  0.233
29 H -1.71854 4.50980 -2.46671  0.316
30 H -1.06169 2.90408 -1.94947  -0.176
31 H -1.32478 3.96693 0.94353  0.535
32 H -1.69565 2.29880 0.55280  -0.434
33 H -3.18795 2.91190 2.32213  0.266
34 H -4.24745 2.91480 0.88765  0.361
35 H -3.64012 5.32302 0.80030  0.368
36 H -5.03634 4.76181 3.35834  0.298
37 H -5.76622 4.38817 1.82098  0.315
38 H -4.76887 7.11463 2.79042  0.379
39 H -6.40570 6.54964 2.63703  0.450
40 H -5.35664 8.89550 1.31796  0.310
41 H -6.96052 8.15494 0.72897  0.285
42 H -5.61744 8.45851 -0.35905  0.232
43 C -6.97609 -9.08569 3.34239  -0.701
44 O -6.18318 -8.42640 4.28840  -0.352
45 C -5.70887 -7.18357 3.84658  -0.342
46 C -4.97034 -6.50783 4.98208  -0.556
47 N -4.32373 -5.24341 4.60502  -0.338
48 C -3.47472 -5.32716 3.41471  -0.779
49 C -2.53538 -4.14071 3.37700  -0.114
50 O -1.63342 -4.34085 2.29972  -0.421
51 C -0.80491 -3.22590 2.10345  -0.129
52 H -6.39940 -9.47872 2.49759  0.278
53 H -7.76020 -8.42210 2.96434  0.298
54 H -7.45136 -9.95053 3.80205  0.258
55 H -6.55112 -6.56033 3.50963  0.321
56 H -5.04059 -7.31678 2.98397  0.288
57 H -4.19135 -7.19286 5.35273  0.352
58 H -5.63376 -6.30674 5.82394  0.309
59 H -3.68217 -5.05782 5.36820  0.241
60 H -4.02375 -5.29937 2.47012  0.095
61 H -2.96367 -6.30236 3.43282  0.399
62 H -1.92147 -4.01666 4.28010  0.482
63 H -3.15123 -3.24336 3.24655  -0.052
64 H -0.22546 -3.35973 1.19005  -0.337
65 H -0.08596 -3.14648 2.93363  0.686
66 H -1.31149 -2.25493 2.03276  -0.043
67 C -5.52123 1.24109 -3.76346  -1.608
68 C -4.77589 0.44296 -2.70791  0.218
69 C -4.02836 1.33130 -1.71464  0.280
70 O -5.72737 -0.36470 -2.00992  -0.644
71 H -4.91241 1.86420 -4.41979  0.314
72 H -6.24087 1.91850 -3.29086  0.415
73 H -6.10036 0.55029 -4.37838  0.396
74 H -4.03732 -0.19520 -3.19628  0.248
75 H -3.56537 0.78617 -0.89143  -0.159
76 H -4.69238 2.08887 -1.29389  0.491
77 H -3.22877 1.85289 -2.24550  -0.409
78 H -6.38007 0.20878 -1.59065  0.362
79 C 6.46987 -3.20832 1.01998  -0.886
80 C 5.40106 -3.48883 2.08700  0.082
81 C 4.68783 -2.21852 2.50697  -0.334
82 O 4.43439 -4.39533 1.56524  -0.669
83 H 7.35953 -2.73085 1.44811  0.402
84 H 6.13793 -2.48742 0.26834  -0.099
85 H 6.80392 -4.11581 0.52029  0.363
86 H 5.87038 -4.00715 2.92361  0.381
87 H 3.77581 -2.36872 3.08678  0.279
88 H 4.40530 -1.57391 1.67172  -0.262
89 H 5.33792 -1.61051 3.15040  0.337
90 H 4.10343 -3.97984 0.75040  0.171
91 C -4.44579 -3.91733 -0.75236  -1.709
92 C -3.84206 -2.73300 0.01227  2.197
93 C -2.69782 -2.09592 -0.74460  -0.859
94 O -4.83955 -1.72146 0.24331  -0.617
95 H -3.70160 -4.37395 -1.40493  0.398
96 H -5.32882 -3.63928 -1.32760  0.379
97 H -4.79609 -4.68168 -0.05408  0.312
98 H -3.53108 -3.03778 1.00972  -1.215
99 H -1.86443 -2.79874 -0.85789  0.613
100 H -2.32645 -1.25649 -0.15100  -0.372
101 H -2.94109 -1.78430 -1.76176  0.533
102 H -5.06836 -1.31380 -0.62139  0.344
103 C -1.15303 3.75694 -5.63963  -0.930
104 C -1.01982 2.33266 -6.16744  0.367
105 C -1.18315 1.30524 -5.06837  -0.145
106 O -1.99236 2.03877 -7.17641  -0.553
107 H -0.21384 4.05695 -5.17104  0.138
108 H -1.97451 3.92876 -4.94203  0.142
109 H -1.35016 4.46080 -6.45448  0.438
110 H -0.02631 2.22259 -6.61967  0.182
111 H -2.16720 1.42976 -4.60628  -0.294
112 H -0.41967 1.48613 -4.30600  -0.197
113 H -1.11609 0.25270 -5.34258  0.497
114 H -1.93397 2.73246 -7.84186  0.320
115 C 5.54259 -0.24661 -4.64585  -1.368
116 C 6.05364 -0.62859 -3.26393  0.290
117 C 5.70263 0.39622 -2.18945  -0.185
118 O 5.42434 -1.85258 -2.85206  -0.395
119 H 4.45418 -0.26974 -4.69653  0.254
120 H 5.99080 -0.87466 -5.41715  0.433
121 H 5.82090 0.78186 -4.89607  0.379
122 H 7.13875 -0.75711 -3.28980  0.259
123 H 6.00207 0.02292 -1.20991  -0.172
124 H 4.62718 0.57899 -2.14855  -0.365
125 H 6.21402 1.33386 -2.40655  0.587
126 H 5.69737 -2.56360 -3.44334  0.196
127 C 5.72077 4.08157 -0.14434  -0.777
128 C 4.22075 4.21550 -0.35430  1.771
129 C 3.58866 5.00985 0.82063  -1.374
130 O 3.98309 4.85705 -1.60653  -0.575
131 H 6.26821 5.02427 -0.04182  0.537
132 H 6.22432 3.50623 -0.92432  0.218
133 H 5.94975 3.56870 0.79755  -0.393
134 H 3.71535 3.24910 -0.38901  -0.594
135 H 3.87791 6.05951 0.77570  0.382
136 H 3.93544 4.57843 1.75860  0.236
137 H 2.51200 4.88421 0.71420  0.269
138 H 4.46683 5.69122 -1.58683  0.326
139 C 5.66200 1.09103 1.33096  -1.018
140 C 5.81575 1.73458 2.69887  -0.142
141 C 7.14066 2.48129 2.84803  -1.496
142 O 4.71724 2.66341 2.84076  -0.487
143 H 4.60037 1.00826 1.09274  0.014
144 H 6.12005 0.10031 1.30414  0.757
145 H 6.13738 1.64285 0.51655  0.422
146 H 5.71303 0.98959 3.49464  0.605
147 H 7.24213 3.38732 2.25554  0.249
148 H 7.93143 1.77843 2.57217  0.359
149 H 7.22643 2.76193 3.90132  0.467
150 H 4.64855 2.86347 3.78107  0.279
151 C 2.17677 -4.78089 -0.79353  -1.988
152 C 3.06097 -3.94527 -1.68282  0.807
153 C 2.19879 -3.15816 -2.67953  -0.935
154 O 3.78658 -3.02107 -0.87896  0.430
155 H 1.60022 -5.50948 -1.36289  0.515
156 H 1.52737 -4.13572 -0.19701  0.392
157 H 2.75146 -5.38282 -0.08434  0.453
158 H 3.73884 -4.63145 -2.20894  0.281
159 H 1.54326 -3.79741 -3.27457  0.504
160 H 2.87095 -2.67132 -3.39244  0.185
161 H 1.59545 -2.40149 -2.18142  -0.075
162 H 4.32867 -2.44873 -1.45085  -0.110
163 C 0.22996 0.27060 -1.48722  -1.394
164 C 0.63340 -0.31406 -0.14880  1.154
165 C 2.09612 -0.01186 0.14842  -0.823
166 O -0.16064 0.33957 0.82884  0.373
167 H -0.83058 0.12100 -1.68932  0.230
168 H 0.85424 -0.11966 -2.29658  0.551
169 H 0.45763 1.34084 -1.51777  0.123
170 H 0.46244 -1.39678 -0.21782  -0.841
171 H 2.79858 -0.49700 -0.53477  0.039
172 H 2.37389 -0.42304 1.12602  0.124
173 H 2.30278 1.05856 0.20558  0.494
174 H 0.24296 0.18284 1.70271  -0.012